No. 1
The following is a DFT calculation (ωB97M-V with the def2-TZVPD basis set) of a single C4H4OS molecule.

As for the largest force on an atom: 1.19 eV/A. As for the SMILES: C#C[C@@H](S)C=O. As for the total energy: -17092.71483 eV. Its relative energy (zero: lowest compared OMol25 entry of this formula, charge and spin) is 2.430 eV. As for the HOMO-LUMO gap: 0.3814 Eh.

```
10
C4H4OS (ωB97M-V with the def2-TZVPD basis set)
C 0.135 -0.456 0.428
C 0.350 0.876 1.215
C -0.879 -0.345 -0.632
C -1.606 0.074 -1.499
H 1.914 -0.635 -1.286
H -0.231 -1.197 1.156
H 1.365 1.020 1.582
H -2.336 0.179 -2.262
O -0.467 1.723 1.418
S 1.754 -1.240 -0.120
```

---

No. 2
The following is a DFT calculation (ωB97M-V with the def2-TZVPD basis set) of a single C5H10O4 molecule.

As for the largest force on an atom: 0.54 eV/A. As for the SMILES: CC(=O)O[C@@H](C)C(O)O. As for the total energy: -13536.89073 eV. Its relative energy (zero: lowest compared OMol25 entry of this formula, charge and spin) is 1.002 eV. As for the HOMO-LUMO gap: 0.4108 Eh.

```
19
C5H10O4 (ωB97M-V with the def2-TZVPD basis set)
C -1.737 -0.695 -0.022
C -0.479 0.157 0.372
C -0.807 1.630 0.566
C 2.582 -0.927 0.115
C 1.795 0.276 -0.315
O 0.495 -0.042 -0.662
O -2.771 0.089 -0.527
O -1.395 -1.729 -0.879
O 2.211 1.391 -0.395
H -0.741 -1.402 -1.514
H -2.544 0.382 -1.420
H -2.151 -1.150 0.883
H -0.074 -0.261 1.305
H -1.112 2.078 -0.376
H -1.617 1.729 1.282
H 0.069 2.161 0.931
H 2.100 -1.385 0.985
H 2.578 -1.662 -0.688
H 3.597 -0.640 0.359
```

---

No. 3
The following is a DFT calculation (ωB97M-V with the def2-TZVPD basis set) of a molecular structure, C28H43BrGeI2N3O5Si3Ti.

Its charge is -2. As for the largest force on an atom: 0.48 eV/A. As for the spin multiplicity: 2. As for the total energy: -233958.76125 eV. Its relative energy (zero: lowest compared OMol25 entry of this formula, charge and spin) is 0.000 eV. As for the HOMO-LUMO gap: 0.1789 Eh. Its expectation value of S² is 0.753.

```
87
C28H43BrGeI2N3O5Si3Ti (ωB97M-V with the def2-TZVPD basis set)
Ti 0.851 -0.472 1.373
O -0.957 -1.297 0.568
N -0.849 -2.390 -0.069
N 0.318 -2.896 -0.025
O 1.308 -2.336 0.631
C 0.554 -4.162 -0.641
C 1.811 -4.726 -0.493
C 2.070 -5.954 -1.083
C 1.088 -6.607 -1.813
C -0.165 -6.023 -1.954
C -0.443 -4.799 -1.372
H 2.556 -4.194 0.081
H 3.049 -6.400 -0.968
H 1.296 -7.565 -2.272
H -0.936 -6.525 -2.525
H -1.412 -4.334 -1.476
C -3.000 0.875 1.316
Si -2.195 2.248 0.334
C -3.498 2.793 -0.929
C -1.896 3.729 1.458
Ge -0.255 1.726 -0.983
Si 0.613 3.833 -1.780
C -0.860 4.826 -2.437
C 1.430 5.027 -0.573
C 1.772 3.543 -3.236
Si -1.079 0.600 -2.956
C -1.723 1.757 -4.308
C 0.304 -0.435 -3.700
C -2.496 -0.584 -2.573
H -3.921 1.271 1.758
H -2.377 0.499 2.126
H -3.255 0.033 0.671
H -4.404 3.093 -0.392
H -3.769 1.978 -1.603
H -3.174 3.639 -1.536
H -2.851 4.170 1.761
H -1.310 4.503 0.959
H -1.354 3.421 2.352
H -1.481 5.194 -1.617
H -1.494 4.256 -3.115
H -0.480 5.696 -2.982
H 0.754 5.295 0.242
H 1.667 5.945 -1.122
H 2.354 4.652 -0.140
H 1.257 3.009 -4.039
H 2.638 2.949 -2.938
H 2.128 4.497 -3.637
H -0.967 2.472 -4.639
H -2.594 2.321 -3.965
H -2.029 1.165 -5.177
H 1.204 0.154 -3.888
H -0.023 -0.888 -4.641
H 0.575 -1.236 -3.010
H -3.425 -0.052 -2.356
H -2.266 -1.216 -1.714
H -2.677 -1.233 -3.436
O 0.255 1.309 2.535
H -0.346 0.941 3.249
H 1.103 1.513 2.964
Br -2.876 -5.919 7.303
C -2.218 -4.451 6.284
C -2.851 -3.224 6.389
C -2.367 -2.159 5.644
C -1.277 -2.327 4.800
C -0.658 -3.567 4.712
C -1.123 -4.640 5.459
C -0.776 -1.168 3.972
O -1.251 -0.036 4.199
O 0.101 -1.446 3.109
H -3.703 -3.104 7.044
H -2.827 -1.182 5.704
H 0.194 -3.675 4.053
H -0.642 -5.606 5.403
I 3.320 -0.200 2.641
I 7.972 0.322 6.363
N 1.051 0.557 -0.311
C 2.366 0.869 -0.732
C 3.025 2.016 -0.280
C 4.313 2.315 -0.683
C 4.990 1.467 -1.551
C 4.362 0.308 -1.985
C 3.069 0.011 -1.580
H 2.519 2.631 0.453
H 4.806 3.197 -0.290
H 6.006 1.688 -1.853
H 4.889 -0.382 -2.634
H 2.589 -0.906 -1.898
```

---

No. 4
The following is a DFT calculation (ωB97M-V with the def2-TZVPD basis set) of 5 unconnected molecules or ions with the total composition C26H40O9.

As for the largest force on an atom: 1.54 eV/A. As for the SMILES: O=C1OC[C@H](OC(=O)c2ccccc2)O1.C1CCOC1.C1CCOC1.C1CCOC1.C1CCOC1. As for the total energy: -46036.62859 eV. Its relative energy (zero: lowest compared OMol25 entry of this formula, charge and spin) is 0.150 eV. As for the HOMO-LUMO gap: 0.3642 Eh.

```
75
C26H40O9 (ωB97M-V with the def2-TZVPD basis set)
O 1.207 0.846 0.170
C 0.463 0.676 -0.733
O -0.451 -0.287 -0.809
C -1.258 -0.072 -1.981
C -0.502 0.994 -2.763
O -0.045 0.713 -4.063
C 1.185 0.090 -4.183
O 1.898 0.387 -5.078
C 1.504 -0.977 -3.190
C 0.712 -2.126 -3.161
C 0.978 -3.112 -2.213
C 2.019 -2.917 -1.312
C 2.823 -1.785 -1.363
C 2.572 -0.798 -2.314
O 0.477 1.455 -1.853
H -2.194 0.346 -1.616
H -1.524 -0.982 -2.501
H -1.192 1.819 -2.918
H -0.102 -2.217 -3.865
H 0.351 -3.989 -2.206
H 2.190 -3.669 -0.556
H 3.632 -1.640 -0.665
H 3.173 0.095 -2.365
C 0.550 -2.196 2.991
C 0.869 -3.385 3.892
C 1.517 -4.352 2.912
O 2.174 -3.553 1.923
C 1.749 -2.186 2.056
H 0.429 -1.257 3.528
H -0.365 -2.388 2.426
H 1.588 -3.089 4.660
H -0.003 -3.809 4.388
H 0.766 -4.974 2.413
H 2.250 -5.006 3.386
H 2.579 -1.610 2.479
H 1.511 -1.781 1.075
C -0.898 2.747 1.781
C -1.389 3.933 2.609
C -2.824 4.077 2.124
O -3.266 2.762 1.770
C -2.147 1.875 1.735
H -0.043 2.230 2.210
H -0.626 3.071 0.774
H -1.372 3.681 3.670
H -0.805 4.840 2.471
H -2.880 4.714 1.233
H -3.491 4.486 2.883
H -2.201 1.215 2.608
H -2.205 1.258 0.835
C -1.075 8.876 4.269
C 0.223 8.575 3.525
C 0.620 7.235 4.128
O -0.598 6.569 4.470
C -1.689 7.489 4.388
H -1.724 9.582 3.753
H -0.854 9.277 5.260
H 0.024 8.464 2.456
H 0.990 9.338 3.650
H 1.211 7.369 5.040
H 1.188 6.610 3.437
H -2.286 7.242 3.501
H -2.320 7.376 5.270
C 0.588 -7.454 -5.237
C -0.270 -6.599 -6.166
C -1.489 -6.324 -5.295
O -1.022 -6.299 -3.944
C 0.312 -6.810 -3.886
H 1.646 -7.458 -5.495
H 0.232 -8.487 -5.242
H 0.247 -5.664 -6.396
H -0.523 -7.088 -7.105
H -2.234 -7.121 -5.392
H -1.970 -5.372 -5.526
H 0.994 -5.972 -3.703
H 0.395 -7.511 -3.056
```

---

No. 5
The following is a DFT calculation (ωB97M-V with the def2-TZVPD basis set) of a molecular structure, C5H10O2.

As for the largest force on an atom: 0.36 eV/A. As for the total energy: -9440.92988 eV. Its relative energy (zero: lowest compared OMol25 entry of this formula, charge and spin) is 2.113 eV. As for the HOMO-LUMO gap: 0.4045 Eh.

```
17
C5H10O2 (ωB97M-V with the def2-TZVPD basis set)
C -2.275 -0.496 0.004
C -1.068 0.427 -0.096
O -1.067 1.399 0.924
C 0.257 -0.360 -0.101
C 1.443 0.202 -0.887
C 2.219 -0.068 0.402
O 0.991 -0.241 1.139
H -3.202 0.079 -0.064
H -2.261 -1.233 -0.809
H -2.269 -1.034 0.958
H -1.125 0.970 -1.051
H -0.413 1.103 1.578
H 0.074 -1.423 -0.310
H 1.745 -0.324 -1.795
H 1.321 1.269 -1.088
H 2.843 0.734 0.806
H 2.788 -1.006 0.388
```

---

No. 6
The following is a DFT calculation (ωB97M-V with the def2-TZVPD basis set) of a single C5H11N molecule.

As for the largest force on an atom: 0.27 eV/A. As for the SMILES: CC[C@H]1CN1C. As for the total energy: -6852.28524 eV. Its relative energy (zero: lowest compared OMol25 entry of this formula, charge and spin) is 1.243 eV. As for the HOMO-LUMO gap: 0.3797 Eh.

```
17
C5H11N (ωB97M-V with the def2-TZVPD basis set)
C 2.314 0.145 0.104
C 1.185 -0.783 -0.326
C -0.150 -0.545 0.362
C -0.427 0.579 1.299
N -0.943 0.594 -0.055
C -2.366 0.355 -0.200
H 2.089 1.188 -0.142
H 2.481 0.075 1.186
H 3.247 -0.132 -0.399
H 1.021 -0.692 -1.407
H 1.494 -1.818 -0.136
H -0.725 -1.454 0.563
H 0.340 1.321 1.511
H -1.129 0.395 2.115
H -2.561 -0.083 -1.185
H -2.903 1.306 -0.131
H -2.771 -0.331 0.567
```